Entry 1:
Formula: C3H9N3
Source: OMol25
Level of theory: ωB97M-V/def2-TZVPD

```
15
Properties=species:S:1:pos:R:3:nbo_charge:R:1
C -2.78555 0.37850 0.92961 -0.541
C -1.70253 0.10431 0.15260 0.022
N -1.49312 0.40261 -1.18656 -0.816
H -2.66648 0.46209 2.00391 0.218
H -3.63181 0.79615 0.42268 0.185
H -0.78548 -0.45805 0.58185 0.193
H -0.71218 -0.10701 -1.59315 0.366
H -2.27802 0.21125 -1.75181 0.367
N 2.22534 0.13004 -0.91850 -0.833
C 2.33176 -0.58776 0.23540 0.208
N 1.93728 -0.06702 1.39480 -0.691
H 1.71531 1.03453 -0.95146 0.410
H 2.45218 -0.25132 -1.81830 0.393
H 3.29542 -1.16235 0.46757 0.187
H 2.09787 -0.88597 2.03136 0.330
```

Gap between HOMO and LUMO in eV: 8.99
DFT total energy in hartree: -283.89093

---

Entry 2:
Formula: C3H9N3O
Source: OMol25
Level of theory: ωB97M-V/def2-TZVPD

```
16
Properties=species:S:1:pos:R:3:nbo_charge:R:1
C -0.61765 1.95083 0.00724 -0.258
N -0.56739 -0.35581 1.70744 -0.609
O -1.07109 0.58933 -0.13122 -0.487
H -1.45612 -0.83005 1.87421 0.291
H -0.17608 -1.19558 1.27167 0.290
H 0.45445 2.04670 -0.16149 0.191
H -1.13381 2.56683 -0.73051 0.179
H -0.82572 2.23376 1.03437 0.222
C -0.61103 -0.09930 -1.22974 0.408
C 2.03845 -1.09765 0.42383 -0.272
N 1.50553 -0.08411 0.91876 -0.161
N -1.11407 -1.23406 -1.43906 -0.699
H -0.92933 -1.59112 -2.36970 0.353
H 0.14519 0.45454 -1.79070 0.147
H 2.88210 -1.61067 0.89977 0.204
H 1.47656 -1.74362 -0.28487 0.200
```

Gap between HOMO and LUMO (alpha / beta) in eV: 8.50 / 10.17
DFT total energy in hartree: -358.97518

---

Entry 3:
Formula: C3H9N3O
Source: OMol25
Level of theory: ωB97M-V/def2-TZVPD

```
16
Properties=species:S:1:pos:R:3:nbo_charge:R:1
C -0.84101 0.72528 1.85897 -0.687
N 1.57684 0.03733 0.60477 -0.693
C -0.53634 0.95983 0.41850 0.315
N 0.65918 0.78738 -0.17571 -0.439
H 1.35313 -0.95932 0.56109 0.325
H 2.48842 0.16135 0.18001 0.355
H -1.16545 1.69175 -0.08488 0.191
H -0.39620 -0.20279 2.21017 0.236
H -0.41394 1.54627 2.44315 0.243
H -1.91942 0.70255 2.01182 0.231
N 0.25410 -1.42232 -1.91001 -0.799
C -0.40358 -0.34123 -1.41858 0.522
O -1.33868 -0.56399 -0.52441 -0.743
H 0.30760 -2.24542 -1.33095 0.396
H 0.88685 -1.33717 -2.68805 0.395
H -0.51150 0.46051 -2.15589 0.150
```

Gap between HOMO and LUMO in eV: 8.70
DFT total energy in hartree: -359.10381

---

Entry 4:
Formula: C3H9N3O
Source: OMol25
Level of theory: ωB97M-V/def2-TZVPD

```
16
Properties=species:S:1:pos:R:3:nbo_charge:R:1
C 2.24342 -0.43312 -0.04944 0.151
C 3.45547 0.04841 0.17982 -0.537
C -1.73890 0.01908 -0.02739 0.607
N -2.97947 -0.12346 0.55706 -0.828
N -1.26667 1.29835 -0.08464 -0.823
O 1.39338 0.10555 -0.95183 -0.748
N -1.03000 -0.93231 -0.49801 -0.830
H 0.53356 -0.39149 -0.93636 0.509
H 1.87243 -1.29626 0.49549 0.161
H -3.47487 -0.97892 0.36553 0.392
H -3.56262 0.69472 0.62129 0.387
H -1.47338 -1.84225 -0.48785 0.355
H -1.61449 1.95622 0.59193 0.383
H -0.28782 1.38047 -0.32111 0.423
H 3.82615 0.90238 -0.35799 0.198
H 4.10381 -0.40737 0.90351 0.200
```

Gap between HOMO and LUMO in eV: 8.91
DFT total energy in hartree: -359.21458

---

Entry 5:
Formula: C3H9N3O
Source: OMol25
Level of theory: ωB97M-V/def2-TZVPD

```
16
Properties=species:S:1:pos:R:3:mulliken_spin:R:1
O 1.21890 -1.60362 0.62123 0.100
C 1.29724 -0.58981 0.01985 0.009
N 2.55653 -0.10949 -0.20779 0.008
C 0.19914 0.12394 -0.71723 0.010
N -0.40116 1.10941 0.15351 0.705
C -1.95203 1.12010 0.09026 -0.006
N -2.57905 -0.24627 0.21591 0.037
H 3.53788 -0.52730 0.15301 0.000
H 2.84953 0.71604 -0.71691 0.000
H 0.62847 0.76881 -1.53971 0.081
H -0.47888 -0.53718 -1.33119 0.041
H -0.18028 0.95972 1.18046 0.005
H -2.27426 1.72422 0.96707 0.000
H -2.00997 1.52625 -1.06938 0.008
H -3.53565 -0.27777 0.52894 0.003
H -2.58838 -0.72471 -0.63083 -0.001
```

Gap between HOMO and LUMO (alpha / beta) in eV: 11.47 / 5.83
DFT total energy in hartree: -358.83141
Spin multiplicity: 2
Net charge: +1

---

Entry 6:
Formula: C3H9N3O2
Source: OMol25
Level of theory: ωB97M-V/def2-TZVPD

```
17
Properties=species:S:1:pos:R:3:nbo_charge:R:1
C -0.89972 -0.36522 1.06761 0.515
C 0.63994 2.14294 -0.79425 -0.294
C 0.15678 -1.38402 0.99094 0.297
N 0.82863 1.63031 -2.08056 -0.780
N 0.95096 -1.56405 1.99131 -0.772
N 0.07959 -2.22210 -0.17367 -0.855
O -0.95987 0.55295 2.06292 -0.673
O -1.85983 -0.21441 0.10819 -0.678
H 0.32473 1.38818 -0.06828 0.165
H 1.12116 3.06264 -0.66599 0.171
H 0.75328 0.67915 -2.34675 0.381
H 1.46022 2.13045 -2.51533 0.355
H -2.11916 0.71311 0.17857 0.501
H 1.59227 -2.32869 1.96160 0.350
H -0.81771 -2.22558 -0.63426 0.405
H 0.66868 -3.04832 -0.01237 0.389
H -0.35549 0.10479 2.70999 0.521
```

Gap between HOMO and LUMO (alpha / beta) in eV: 6.77 / 7.80
DFT total energy in hartree: -434.32729

---

Entry 7:
Formula: C3H9N3O2
Source: OMol25
Level of theory: ωB97M-V/def2-TZVPD

```
17
Properties=species:S:1:pos:R:3:nbo_charge:R:1
C -1.21492 -1.29541 0.67091 -0.583
C -0.62054 0.28330 -1.48283 -0.630
C -0.33003 -0.15945 -0.04847 0.252
N 0.96250 -0.82492 -0.03869 -0.356
N 2.07450 -0.13348 -0.00136 0.554
N -0.15204 1.00342 0.83428 -0.854
O 3.16397 -0.62760 -0.00043 -0.369
O 2.11181 1.27216 -0.04270 -0.564
H -0.81780 -1.41747 1.58632 0.206
H -2.16397 -0.85631 0.76557 0.192
H -1.28388 -2.24697 0.02629 0.231
H -1.46780 -0.18774 -1.86388 0.220
H 0.29191 0.04605 -1.99025 0.243
H -0.78592 1.38117 -1.47960 0.214
H 1.25071 1.46886 0.49092 0.478
H -0.99995 1.52366 0.75307 0.380
H -0.01856 0.77072 1.82085 0.385
```

Gap between HOMO and LUMO in eV: 10.03
DFT total energy in hartree: -434.29510

---

Entry 8:
Formula: C3H9N3O2
Source: OMol25
Level of theory: ωB97M-V/def2-TZVPD

```
17
Properties=species:S:1:pos:R:3:nbo_charge:R:1
C -1.86133 1.24522 0.90664 -0.729
C -1.01353 1.11497 -0.33218 0.598
N 0.37738 -2.11190 -1.18384 -0.530
O -0.20767 -1.44361 -0.03966 -0.285
O -1.50096 1.29553 -1.44929 -0.538
H -0.36464 -1.95443 -1.86620 0.354
H 1.09676 -1.42723 -1.41944 0.336
H -1.56229 0.51639 1.66287 0.239
H -2.90486 1.04574 0.64532 0.240
H -1.76825 2.25646 1.30701 0.237
N 2.08308 -0.82516 0.46888 -0.717
C 0.47017 0.83233 -0.15909 -0.355
N 0.68780 -0.45130 0.53718 -0.025
H 2.49899 -0.74944 1.40122 0.370
H 2.12689 -1.83237 0.26558 0.379
H 0.93123 0.83004 -1.15504 0.199
H 0.91123 1.65876 0.41005 0.227
```

Gap between HOMO and LUMO in eV: 9.97
DFT total energy in hartree: -434.29018

---

For reference, energy relative to the best compared isomer or geometry (same formula, charge and spin) by record: 2.508 7.327 3.827 0.813 2.193 5.412 6.288 6.422 eV.